Density functional theory data (ωB97M-V with the def2-TZVPD basis set) for a cluster of 2 separate species, C3H4BrNO2 in total in a non-equilibrium geometry.

Each line ends with the Mulliken charge.
Geometry (Å):
O (0.332, 0.910, 2.168)  -0.70
N (0.331, -0.059, 1.414)  0.76
O (-0.370, -1.125, 1.858)  -0.45
C (0.742, -0.129, 0.152)  -0.46
Br (2.142, 0.982, -0.393)  -0.03
H (-0.669, -0.855, 2.761)  0.36
H (0.674, -1.197, -0.303)  0.43
C (-0.509, -0.105, -2.167)  -0.43
C (-1.181, 0.756, -1.668)  -0.41
H (0.204, -0.757, -2.402)  0.47
H (-1.694, 1.578, -1.421)  0.45

Force components x, y, z for each atom (eV/Å):
0.5 0.7 0.6
0.2 1.1 -2.0
-0.8 -1.4 0.7
0.8 -3.1 1.5
-0.4 0.0 0.1
0.3 0.1 -0.8
0.1 2.4 1.0
-2.7 2.7 1.1
1.7 -2.6 -1.9
2.1 -2.3 -1.2
-1.8 2.4 1.0

The HOMO energy comes out at -8.71 eV. Its total energy is -78796.5009 eV. As for the orbital gap: 9.21 eV. The charge is 0.

***

Density functional theory data (ωB97M-V with the def2-TZVPD basis set) for a cluster of 6 separate species, C15H24Br10F8O in total in a non-equilibrium geometry.

Each line ends with the Mulliken charge.
Geometry (Å):
F (1.805, -1.480, 8.217)  -0.27
C (1.937, -0.542, 7.249)  0.09
F (2.989, -0.915, 6.535)  -0.24
C (0.688, -0.264, 6.345)  1.02
F (0.841, 0.917, 5.642)  -0.28
F (-0.357, -0.144, 7.159)  -0.28
C (0.452, -1.401, 5.334)  -1.00
O (-0.624, -1.117, 4.490)  -0.43
C (-0.795, -1.770, 3.225)  0.92
F (0.274, -1.440, 2.505)  -0.22
F (-0.849, -3.056, 3.505)  -0.30
C (-2.051, -1.253, 2.536)  0.35
F (-2.115, -1.791, 1.331)  -0.24
F (-3.158, -1.580, 3.259)  -0.25
H (2.201, 0.325, 7.854)  0.23
H (0.252, -2.349, 5.833)  0.32
H (1.325, -1.508, 4.689)  0.47
H (-1.987, -0.176, 2.378)  0.11
Br (4.419, -1.604, 1.452)  -0.14
C (4.621, -0.783, -0.300)  -0.19
C (5.150, -1.790, -1.334)  -0.57
Br (5.422, -0.872, -3.110)  -0.18
H (5.279, 0.080, -0.195)  0.39
H (3.644, -0.481, -0.678)  -0.08
H (4.526, -2.659, -1.543)  0.40
H (6.143, -1.935, -0.910)  0.37
Br (2.768, 1.756, -3.126)  -0.10
C (1.882, 2.753, -4.622)  -0.59
C (2.855, 2.783, -5.765)  -0.69
Br (2.225, 4.038, -7.201)  -0.18
H (1.595, 3.753, -4.297)  0.42
H (0.932, 2.329, -4.950)  0.40
H (3.022, 1.804, -6.215)  0.40
H (3.840, 3.152, -5.482)  0.39
Br (-2.104, 3.810, -1.930)  -0.13
C (-3.434, 4.631, -0.557)  -0.63
C (-3.621, 3.797, 0.681)  -0.42
Br (-4.991, 4.529, 1.865)  -0.12
H (-4.409, 4.706, -1.038)  0.38
H (-3.245, 5.697, -0.430)  0.42
H (-2.674, 3.686, 1.210)  0.24
H (-4.028, 2.802, 0.504)  0.29
Br (-3.910, -2.288, -2.018)  -0.11
C (-4.164, -3.217, -3.720)  -0.41
C (-2.872, -3.975, -4.009)  -0.47
Br (-2.880, -4.817, -5.849)  -0.19
H (-4.372, -2.433, -4.448)  0.33
H (-5.031, -3.853, -3.540)  0.34
H (-2.695, -4.740, -3.253)  0.41
H (-1.932, -3.429, -4.090)  0.08
Br (-0.445, -1.157, -2.957)  -0.10
C (-0.877, 0.263, -1.662)  -0.26
C (0.196, 0.267, -0.619)  -0.30
Br (-0.291, 1.689, 0.741)  -0.21
H (-1.901, 0.138, -1.310)  0.36
H (-0.938, 1.228, -2.166)  0.06
H (1.124, 0.571, -1.103)  0.01
H (0.345, -0.687, -0.114)  0.41

Force components x, y, z for each atom (eV/Å):
-1.2 -0.8 -0.3
0.2 1.4 1.2
0.7 -0.2 -1.2
0.3 -1.1 -1.1
0.3 -0.8 0.9
-0.6 0.4 0.5
0.6 -0.6 -0.9
-2.3 1.1 -1.3
0.9 1.9 4.0
0.5 -0.7 -1.1
0.2 -1.4 -0.9
-0.2 1.0 1.0
-0.3 -1.0 -1.2
0.5 0.0 -0.4
-0.2 0.7 -0.6
0.2 0.1 0.4
0.5 0.0 0.4
-0.1 0.1 0.5
0.0 0.0 -0.3
-1.1 -0.2 -1.4
1.0 1.4 0.6
-0.2 -0.5 1.1
-0.1 -0.2 0.0
-0.1 0.4 0.6
0.3 0.2 0.3
0.1 -1.1 -0.9
-0.8 0.6 -0.9
-0.3 0.3 -0.1
0.6 0.3 -0.5
0.2 -0.7 0.7
0.6 0.0 0.4
0.2 -0.7 0.4
-0.4 0.1 -0.1
-0.2 0.2 0.1
-1.3 0.9 1.4
-1.0 0.1 -1.2
0.7 -0.6 0.2
0.3 0.3 -0.2
0.2 -0.6 -0.6
1.0 -0.3 0.4
-0.3 0.1 0.3
0.3 0.2 -0.5
-0.1 0.0 0.1
0.7 0.2 -0.1
0.2 -0.5 -0.6
-0.3 0.2 1.0
0.0 -0.3 0.0
0.3 0.0 -0.3
-0.2 -0.2 -0.3
-0.6 0.6 0.2
0.0 0.5 0.3
-0.6 0.3 -0.3
0.0 0.5 0.2
0.5 -1.0 -0.6
0.2 -0.6 0.2
0.5 -0.2 -0.3
0.0 0.2 0.4
-0.3 0.2 0.2

The HOMO energy comes out at -10.16 eV. Its total energy is -740156.0738 eV. As for the orbital gap: 10.16 eV. The charge is 0.

***

Density functional theory data (ωB97M-V with the def2-TZVPD basis set) for a cluster of 3 separate species, C4H13NO2 in total in a non-equilibrium geometry.

Each line ends with the Mulliken charge.
Geometry (Å):
C (-0.640, -1.279, 1.356)  -1.45
C (-0.159, -1.465, 0.139)  0.63
N (-0.432, -0.649, -0.946)  -0.17
C (0.641, -0.403, -1.924)  -0.38
C (1.111, 1.029, -1.948)  -1.14
H (-0.521, -1.963, 2.184)  0.34
H (-1.268, -0.411, 1.576)  0.22
H (0.442, -2.319, -0.163)  0.31
H (-1.048, 0.124, -0.778)  0.09
H (1.474, -1.078, -1.681)  0.35
H (0.316, -0.776, -2.906)  0.26
H (1.502, 1.337, -0.973)  0.27
H (1.857, 1.211, -2.718)  0.35
H (0.295, 1.721, -2.169)  0.32
O (1.532, -0.524, 3.595)  -0.66
H (1.232, -0.278, 2.704)  0.34
H (2.490, -0.481, 3.622)  0.31
O (-3.266, 1.954, 0.118)  -0.61
H (-3.209, 2.615, 0.820)  0.34
H (-2.347, 1.634, 0.091)  0.27

Force components x, y, z for each atom (eV/Å):
-0.6 0.3 1.0
0.0 0.2 -0.7
0.7 -0.2 -0.4
-0.3 -1.0 -0.1
-0.2 0.6 0.1
0.2 -0.1 -0.2
0.2 -0.2 -0.1
0.1 0.0 0.4
0.0 0.1 0.0
-0.1 0.3 0.2
0.0 0.5 0.0
0.1 -0.1 -0.1
0.2 -0.1 0.0
-0.2 -0.1 -0.1
-0.3 0.1 0.0
0.3 -0.2 0.3
0.0 0.1 -0.2
0.8 0.0 0.3
-0.3 0.0 -0.1
-0.5 0.0 -0.1

The HOMO energy comes out at -8.30 eV. Its total energy is -9942.9535 eV. As for the orbital gap: 8.90 eV. The charge is 0.

***

Density functional theory data (ωB97M-V with the def2-TZVPD basis set) for an isolated molecule of C6H6BBrO2 in a non-equilibrium geometry.

Each line ends with the Mulliken charge.
Geometry (Å):
O (2.452, 0.188, 1.482)  -0.63
B (1.573, -0.783, 1.023)  0.56
O (1.855, -2.130, 1.124)  -0.51
C (0.338, -0.262, 0.260)  0.32
C (0.537, 0.588, -0.801)  -0.37
C (-0.554, 1.094, -1.506)  -0.43
C (-1.815, 0.682, -1.165)  -0.03
Br (-3.277, 1.420, -2.159)  -0.19
C (-2.030, -0.087, -0.062)  -0.20
C (-0.940, -0.548, 0.693)  -0.80
H (2.221, 1.130, 1.280)  0.34
H (2.678, -2.255, 1.586)  0.31
H (1.554, 0.821, -1.125)  0.42
H (-0.409, 1.728, -2.307)  0.50
H (-3.066, -0.344, 0.180)  0.36
H (-1.117, -1.241, 1.496)  0.36

Force components x, y, z for each atom (eV/Å):
0.1 0.3 0.0
0.8 0.4 -0.2
-0.6 1.1 0.0
0.1 -0.5 0.9
-0.3 0.6 -1.0
0.9 -1.2 1.0
-0.4 1.1 -0.4
0.2 -0.3 0.2
-0.7 -0.9 1.1
-1.2 -0.1 -1.3
0.0 -1.5 0.3
0.6 -0.3 0.3
-0.3 0.1 0.0
0.3 1.2 -1.6
0.5 0.0 0.2
0.0 0.0 0.3

The HOMO energy comes out at -9.30 eV. Its total energy is -81135.9893 eV. As for the orbital gap: 9.71 eV. The charge is 0.

***

Density functional theory data (ωB97M-V with the def2-TZVPD basis set) for a structure of composition C30H61Cl24INO4S2.

Each line ends with the Mulliken charge.
Geometry (Å):
C (-2.065, 5.106, 0.152)  -0.88
C (-2.600, 4.821, 1.564)  -0.19
C (-3.469, 3.565, 1.609)  -0.59
C (-3.962, 3.234, 3.019)  -0.78
C (-2.967, 2.424, 3.863)  -0.17
C (-2.647, 1.033, 3.280)  -1.12
C (-1.178, 0.775, 2.891)  -0.50
C (-0.381, -0.036, 3.935)  -0.58
C (-0.084, -1.479, 3.496)  -0.44
C (1.096, -2.134, 4.229)  -1.15
C (2.466, -1.593, 3.772)  -0.63
C (3.150, -2.505, 2.738)  -0.19
C (3.876, -1.722, 1.644)  -0.38
C (4.734, -2.592, 0.722)  -1.13
C (3.899, -3.461, -0.205)  1.19
S (3.163, -2.712, -1.637)  0.97
O (4.164, -1.856, -2.256)  -0.67
O (2.691, -3.854, -2.402)  -0.56
N (1.970, -1.909, -0.978)  -0.31
S (1.648, -0.375, -1.206)  1.00
O (0.664, 0.001, -0.223)  -0.52
O (1.396, -0.089, -2.602)  -0.63
C (3.153, 0.544, -0.795)  -0.49
C (3.661, 1.485, -1.869)  -0.13
C (5.085, 1.928, -1.581)  -1.32
I (2.408, 3.220, -2.017)  0.05
H (-2.585, 5.945, -0.317)  0.20
H (-1.000, 5.346, 0.161)  0.29
H (-2.194, 4.229, -0.486)  0.24
H (-1.764, 4.715, 2.265)  0.20
H (-3.202, 5.668, 1.916)  0.21
H (-4.329, 3.721, 0.944)  0.31
H (-2.899, 2.727, 1.192)  0.35
H (-4.908, 2.680, 2.975)  0.37
H (-4.173, 4.184, 3.530)  0.18
H (-2.041, 3.002, 3.983)  0.29
H (-3.381, 2.328, 4.863)  -0.09
H (-2.947, 0.272, 4.017)  0.48
H (-3.282, 0.857, 2.405)  0.60
H (-0.680, 1.739, 2.726)  0.35
H (-1.140, 0.253, 1.931)  0.20
H (0.554, 0.475, 4.184)  0.47
H (-0.960, -0.082, 4.870)  0.25
H (0.105, -1.505, 2.415)  0.18
H (-0.983, -2.085, 3.661)  0.36
H (0.968, -2.024, 5.313)  0.43
H (1.068, -3.211, 4.027)  0.48
H (2.323, -0.613, 3.299)  0.31
H (3.127, -1.420, 4.628)  0.37
H (3.852, -3.195, 3.224)  0.29
H (2.364, -3.109, 2.268)  0.17
H (3.101, -1.230, 1.049)  -0.21
H (4.493, -0.934, 2.096)  0.52
H (5.367, -3.258, 1.321)  0.53
H (5.414, -1.971, 0.126)  0.31
H (3.020, -3.874, 0.299)  -0.62
H (4.449, -4.290, -0.647)  -0.70
H (3.939, -0.194, -0.635)  -0.44
H (2.929, 1.065, 0.139)  0.88
H (3.599, 0.983, -2.833)  0.33
H (5.430, 2.678, -2.295)  0.43
H (5.167, 2.358, -0.578)  0.34
H (5.745, 1.055, -1.646)  0.33
C (0.191, -4.763, -0.681)  0.59
Cl (-1.540, -4.876, -0.314)  -0.21
Cl (1.163, -5.722, 0.463)  -0.20
H (0.365, -5.157, -1.674)  0.27
H (0.504, -3.727, -0.609)  -0.42
C (5.431, -5.757, -2.493)  0.13
Cl (5.668, -6.977, -3.759)  -0.21
Cl (6.211, -6.225, -0.971)  -0.21
H (5.867, -4.826, -2.833)  0.28
H (4.366, -5.645, -2.319)  0.00
C (-1.467, 8.886, 2.468)  -0.27
Cl (-0.507, 7.412, 2.568)  -0.12
Cl (-2.763, 8.764, 1.273)  -0.14
H (-1.925, 9.060, 3.435)  0.16
H (-0.819, 9.705, 2.181)  0.36
C (1.711, -1.460, -5.606)  0.09
Cl (1.427, -0.873, -7.272)  -0.25
Cl (1.520, -3.201, -5.460)  -0.18
H (2.730, -1.203, -5.344)  0.20
H (1.011, -0.975, -4.942)  0.09
C (-4.688, 1.215, 8.119)  -0.36
Cl (-4.288, 2.935, 8.221)  -0.15
Cl (-3.727, 0.401, 6.884)  -0.07
H (-4.494, 0.753, 9.079)  0.31
H (-5.732, 1.130, 7.841)  0.26
C (-4.133, 4.747, -3.750)  -0.25
Cl (-2.456, 4.388, -3.357)  -0.09
Cl (-4.886, 5.858, -2.583)  -0.18
H (-4.167, 5.227, -4.720)  0.23
H (-4.699, 3.824, -3.745)  0.28
C (-1.604, -0.774, -9.568)  0.23
Cl (-1.607, -1.931, -10.906)  -0.17
Cl (-3.069, -0.897, -8.581)  -0.17
H (-0.753, -0.986, -8.933)  -0.12
H (-1.561, 0.224, -9.985)  0.25
C (-5.201, 2.153, -7.853)  -0.04
Cl (-5.119, 2.592, -9.562)  -0.16
Cl (-4.303, 3.278, -6.824)  -0.12
H (-6.239, 2.178, -7.545)  0.28
H (-4.769, 1.166, -7.738)  0.05
C (-6.130, 9.994, 2.987)  -0.20
Cl (-7.310, 8.934, 3.769)  -0.15
Cl (-4.656, 10.178, 3.938)  -0.14
H (-5.857, 9.556, 2.033)  0.19
H (-6.580, 10.971, 2.866)  0.31
C (4.818, -10.432, -2.578)  0.21
Cl (4.967, -11.694, -3.818)  -0.16
Cl (5.678, -10.846, -1.094)  -0.17
H (5.239, -9.518, -2.978)  -0.17
H (3.767, -10.320, -2.346)  0.29
C (6.542, -14.920, -5.323)  0.06
Cl (6.052, -15.985, -4.000)  -0.15
Cl (8.235, -15.148, -5.785)  -0.16
H (5.925, -15.143, -6.184)  0.27
H (6.417, -13.896, -4.994)  -0.01
C (-6.709, 6.747, 6.990)  -0.23
Cl (-5.754, 5.445, 6.283)  -0.06
Cl (-6.667, 6.735, 8.762)  -0.18
H (-6.304, 7.694, 6.652)  0.19
H (-7.739, 6.624, 6.681)  0.26

Force components x, y, z for each atom (eV/Å):
0.0 0.0 0.1
0.0 -0.1 0.0
-0.1 0.1 0.0
0.1 0.0 0.1
0.2 0.2 -0.2
-0.1 -0.2 0.1
0.0 0.1 0.0
0.0 -0.1 0.1
0.0 -0.1 0.0
0.0 0.0 0.0
-0.1 0.0 -0.1
-0.1 0.1 -0.1
-0.1 0.0 0.1
-0.1 0.1 -0.1
-0.3 -0.4 -0.1
0.1 0.2 0.4
0.0 -0.1 -0.3
0.0 0.3 0.0
-0.2 -0.2 0.1
0.4 0.0 -0.5
-0.1 0.0 -0.1
-0.3 0.1 -0.1
0.1 0.1 0.1
0.1 -0.2 0.0
0.1 0.0 0.1
-0.1 0.1 -0.1
0.0 -0.1 0.0
0.0 0.0 0.0
0.0 0.1 0.0
-0.1 0.0 0.0
0.2 -0.1 0.0
0.1 0.0 0.0
-0.1 0.0 0.0
0.1 0.0 0.0
-0.1 -0.1 0.0
-0.1 -0.1 -0.1
0.0 0.0 0.2
0.0 0.1 -0.2
0.0 0.1 0.0
-0.1 -0.1 -0.1
0.1 0.1 0.1
0.0 0.0 -0.1
0.2 0.1 -0.1
0.1 0.0 0.1
0.0 0.0 -0.1
0.0 0.1 -0.1
0.0 0.1 0.1
0.0 0.0 0.1
0.0 -0.1 -0.1
-0.1 0.0 0.0
0.2 -0.1 0.0
0.2 0.0 0.2
0.0 -0.1 0.0
-0.1 0.1 0.0
-0.1 -0.1 0.0
0.3 -0.1 0.1
0.2 0.1 0.3
-0.1 0.1 0.1
0.1 0.0 -0.1
-0.1 0.2 0.0
-0.1 -0.1 0.0
0.0 0.0 -0.1
-0.1 0.1 0.0
0.0 0.0 0.0
0.0 0.0 0.0
-0.1 0.0 0.0
0.0 0.0 0.0
0.0 0.0 0.0
-0.1 0.0 0.0
0.0 0.0 -0.1
0.1 -0.1 -0.1
0.0 0.0 0.0
0.0 0.0 -0.1
0.0 0.0 0.1
0.1 0.0 0.0
-0.1 0.0 -0.2
0.0 0.0 0.0
0.0 0.0 0.0
0.1 0.0 0.1
0.0 0.0 0.1
-0.1 0.0 -0.1
0.0 0.0 0.0
-0.1 0.1 0.1
0.0 0.1 -0.1
0.0 0.0 0.1
0.0 -0.2 0.0
0.0 0.0 0.0
0.0 0.0 0.0
0.0 0.1 0.0
0.0 0.0 -0.1
0.0 0.0 0.0
0.0 0.0 0.0
0.0 0.0 0.0
0.0 0.0 0.0
0.0 0.0 0.0
0.0 0.0 0.0
0.0 0.0 0.0
0.0 0.0 0.0
-0.1 0.0 0.0
0.0 0.0 0.0
0.0 0.0 -0.1
0.0 0.0 0.0
0.0 0.0 0.0
0.1 0.0 -0.1
0.0 0.0 0.0
0.0 0.1 0.2
0.0 0.0 0.0
0.0 0.0 0.0
0.0 0.0 0.0
0.0 0.0 0.0
0.0 0.0 0.0
0.0 0.0 0.0
0.0 0.0 0.0
0.0 0.0 0.0
0.0 0.0 0.0
0.0 0.0 0.0
0.0 0.0 0.0
0.0 0.0 0.0
0.0 0.1 0.0
0.0 0.0 0.0
0.0 0.0 0.0
0.0 0.0 0.0
0.0 0.0 0.0

The HOMO energy comes out at -6.80 eV. Its total energy is -372092.1558 eV. As for the orbital gap: 8.31 eV. The charge is -1.

***

Lowest unoccupied orbital energy (eV)
0.50; 0.00; 0.60; 0.41; 1.51